83
Properties=species:S:1:pos:R:3:lowdin_charge:R:1 method="wB97M-V/def2-TZVPD" e_homo_ev=-9.348 relative_energy_kj_mol=561.05 gap_ev=9.12 e_lumo_ha=-0.009
C -0.070 -3.739 1.904 -0.155
O -0.969 -4.679 1.320 -0.114
H 0.070 -3.870 2.977 0.080
H 0.902 -4.000 1.485 0.066
H -0.276 -2.688 1.701 0.059
H -0.850 -5.471 1.849 0.071
C -0.736 -1.549 -5.247 -0.182
O -0.432 -1.571 -3.895 -0.139
H 0.180 -1.838 -5.763 0.078
H -1.477 -2.335 -5.394 0.080
H -1.155 -0.594 -5.565 0.063
H -1.223 -1.620 -3.354 0.026
C 0.068 -0.313 -0.325 -0.108
O -0.843 0.425 -1.152 -0.143
H -0.392 -0.690 0.588 0.040
H 0.370 -1.125 -0.987 0.083
H 0.883 0.373 -0.092 0.074
H -0.436 1.155 -1.625 0.046
C 4.427 -3.032 0.756 -0.861
O 4.957 -3.224 1.841 0.025
N 3.261 -2.498 0.637 0.184
N 4.873 -3.414 -0.337 0.178
H 2.766 -2.280 1.490 0.087
H 2.874 -2.618 -0.288 0.114
H 5.670 -4.033 -0.328 0.138
H 4.451 -3.088 -1.194 0.122
C 3.543 1.458 -0.127 -0.715
O 2.730 2.415 -0.046 -0.039
N 4.105 0.887 0.888 0.211
N 3.644 0.793 -1.221 0.193
H 4.737 0.141 0.633 0.110
H 3.845 1.046 1.851 0.107
H 4.294 0.020 -1.203 0.109
H 3.033 1.009 -1.997 0.135
C 0.096 3.438 -2.589 -0.791
O 0.768 3.090 -3.557 0.011
N -1.180 3.657 -2.690 0.156
N 0.425 3.370 -1.343 0.181
H -1.625 3.665 -3.597 0.103
H -1.706 3.689 -1.828 0.116
H -0.065 3.910 -0.644 0.106
H 1.335 2.994 -1.116 0.066
C -1.515 0.318 3.131 -0.712
O -0.294 0.411 2.884 -0.037
N -2.343 0.104 2.204 0.217
N -2.079 0.533 4.288 0.192
H -1.934 0.296 1.301 0.104
H -3.344 0.175 2.317 0.133
H -1.477 1.152 4.812 0.120
H -2.994 0.154 4.487 0.128
C 0.334 3.793 2.277 -0.728
O 0.578 4.842 1.641 0.002
N -0.520 3.649 3.286 0.139
N 0.912 2.648 2.145 0.182
H -1.230 4.355 3.415 0.113
H -0.332 2.935 3.975 0.089
H 1.490 2.439 1.344 0.066
H 0.484 1.950 2.737 0.047
C -4.411 1.422 -4.080 -0.715
O -5.301 0.862 -3.411 0.009
N -4.552 2.348 -5.000 0.142
N -3.099 1.250 -3.988 0.158
H -3.745 2.364 -5.607 0.101
H -5.369 2.828 -5.349 0.118
H -2.399 1.772 -4.495 0.099
H -2.887 0.710 -3.162 0.099
C -3.971 -2.002 -1.685 -0.810
O -3.124 -2.215 -2.517 0.054
N -5.178 -2.446 -1.589 0.183
N -3.756 -1.150 -0.758 0.172
H -5.673 -2.278 -0.725 0.114
H -5.377 -3.249 -2.170 0.128
H -2.820 -0.802 -0.610 0.087
H -4.544 -0.814 -0.223 0.112
C 3.736 -0.348 4.375 -0.084
C 2.391 -0.962 4.209 -0.347
O 2.025 -0.817 2.887 -0.122
H 3.987 -0.585 5.409 0.081
H 3.639 0.728 4.228 0.074
H 4.398 -0.783 3.627 0.076
H 1.549 -0.586 4.791 0.120
H 2.621 -2.025 4.276 0.115
H 1.257 -0.241 2.907 0.013

***

69
Properties=species:S:1:pos:R:3:lowdin_charge:R:1 method="wB97M-V/def2-TZVPD" e_homo_ev=-10.023 relative_energy_kj_mol=449.03 gap_ev=10.09 e_lumo_ha=0.003
C 12.027 6.968 22.717 -0.095
C 12.033 5.481 22.414 -0.312
O 11.353 5.299 21.198 -0.088
H 11.044 7.438 22.670 0.073
H 12.680 7.514 22.037 0.062
H 12.386 7.144 23.730 0.068
H 11.615 4.969 23.281 0.115
H 13.035 5.119 22.182 0.105
H 11.832 5.630 20.434 0.083
C 16.808 5.964 19.804 -0.089
C 16.338 7.198 20.485 -0.374
O 15.548 7.880 19.583 -0.068
H 17.571 5.396 20.337 0.077
H 17.130 6.015 18.764 0.082
H 15.929 5.321 19.752 0.069
H 17.153 7.912 20.604 0.108
H 15.993 7.050 21.508 0.112
H 15.300 8.695 20.027 0.075
C 8.437 5.392 17.596 -0.054
C 6.978 4.884 17.253 -0.318
O 6.690 3.844 18.122 -0.085
H 9.102 4.531 17.660 0.068
H 8.508 6.045 18.466 0.062
H 8.859 5.938 16.752 0.059
H 6.796 4.524 16.240 0.101
H 6.169 5.613 17.207 0.100
H 6.301 3.067 17.714 0.089
C 15.087 1.953 24.151 -0.080
C 15.903 2.973 24.940 -0.351
O 15.416 3.164 26.233 -0.060
H 15.185 0.937 24.532 0.075
H 15.336 1.967 23.090 0.076
H 14.031 2.153 24.332 0.065
H 15.910 3.961 24.480 0.103
H 16.916 2.589 24.816 0.106
H 16.121 3.562 26.748 0.089
C 12.496 1.033 18.412 -0.102
C 13.103 2.029 17.446 -0.327
O 13.802 1.328 16.430 -0.074
H 12.431 1.553 19.368 0.071
H 13.126 0.165 18.610 0.071
H 11.617 0.551 17.985 0.070
H 13.865 2.506 18.063 0.100
H 12.397 2.818 17.184 0.111
H 13.269 1.194 15.643 0.081
C 9.172 10.731 19.530 -0.090
C 8.537 11.065 20.828 -0.378
O 7.587 12.033 20.609 -0.053
H 10.199 11.090 19.588 0.071
H 8.623 11.025 18.635 0.082
H 9.205 9.651 19.386 0.064
H 9.316 11.493 21.459 0.105
H 8.193 10.182 21.366 0.112
H 7.805 12.732 21.230 0.087
O 9.278 4.752 27.373 -0.048
H 8.958 4.401 26.542 0.036
H 8.641 5.425 27.611 0.032
O 11.977 2.648 26.957 -0.055
H 11.517 3.395 27.339 0.008
H 12.775 3.023 26.584 0.003
O 14.415 11.155 21.507 -0.049
H 13.545 11.275 21.889 0.029
H 15.005 11.615 22.104 0.033
O 7.534 4.788 21.484 -0.056
H 7.019 4.443 20.755 0.012
H 8.388 4.989 21.101 0.010
O 12.526 7.205 16.977 -0.054
H 11.993 7.879 16.556 0.027
H 13.219 7.691 17.424 0.020

***

71
Properties=species:S:1:pos:R:3:lowdin_charge:R:1 method="wB97M-V/def2-TZVPD" e_homo_ev=-3.993 gap_ev=5.92 e_lumo_ha=0.071 charge=-1
N -3.195 -1.304 -3.843 0.321
H -2.187 -1.124 -3.744 0.071
H -3.524 -2.113 -3.325 0.143
H -3.380 -1.417 -4.836 0.138
H -3.763 -0.507 -3.552 0.143
N -1.003 -0.113 -0.569 0.240
H -1.939 -0.510 -0.374 -0.026
H -0.344 -0.356 0.184 0.060
H -1.203 0.891 -0.619 0.074
H -0.621 -0.396 -1.479 0.060
C -2.481 -2.384 0.000 -0.352
O -3.095 -1.159 0.188 -0.369
H -3.228 -3.191 -0.116 0.045
H -1.832 -2.436 -0.889 0.039
H -1.991 -2.795 0.899 0.056
C -0.426 3.605 -0.625 -0.325
O -1.461 2.779 -0.160 -0.438
H 0.231 2.944 -1.213 0.041
H -0.806 4.335 -1.354 0.045
H 0.155 4.167 0.117 0.035
C 0.844 -3.168 -3.728 -0.100
C 0.831 -1.646 -3.504 -0.451
O -0.439 -1.206 -3.146 -0.383
H 1.803 -3.431 -4.192 0.057
H 0.046 -3.488 -4.396 0.058
H 0.918 -3.800 -2.843 0.040
H 1.267 -1.097 -4.354 0.084
H 1.612 -1.297 -2.810 0.082
O -3.091 2.179 -2.514 -0.109
H -2.539 2.541 -1.793 -0.010
H -2.461 1.891 -3.185 -0.050
O -1.041 1.436 -4.120 -0.074
H -0.284 2.024 -4.182 0.054
H -0.667 0.572 -3.867 0.001
O -3.485 1.367 1.362 -0.106
H -2.923 1.963 0.866 -0.040
H -3.353 0.537 0.857 -0.019
C 0.070 4.206 3.275 -0.088
C 0.635 2.857 2.956 -0.456
C 1.526 2.208 4.051 -0.169
O 2.138 1.022 3.506 -0.256
C 2.794 0.213 4.482 -0.092
N -0.475 1.942 2.719 0.080
H -0.474 4.126 4.221 0.077
H -0.617 4.643 2.548 0.077
H 0.755 5.058 3.349 0.069
H 1.261 3.056 2.075 0.127
H 1.075 2.023 5.027 0.123
H 2.324 2.946 4.207 0.116
H 3.632 0.824 4.830 0.085
H 3.244 -0.641 3.976 0.074
H 2.097 -0.109 5.256 0.091
H -0.888 2.262 1.841 0.041
H -0.025 1.068 2.488 0.028
C 2.782 -0.091 0.156 -0.057
C 1.798 -1.191 0.407 -0.411
C 2.452 -2.482 0.966 -0.143
O 1.354 -3.387 1.295 -0.206
C 0.736 -3.965 0.145 -0.115
N 0.902 -0.672 1.473 0.034
H 3.350 0.137 1.059 0.076
H 2.315 0.838 -0.174 0.085
H 3.487 -0.371 -0.631 0.077
H 1.211 -1.362 -0.495 0.099
H 2.962 -2.274 1.906 0.114
H 3.134 -2.959 0.258 0.118
H 0.232 -3.243 -0.499 0.057
H -0.037 -4.646 0.502 0.089
H 1.398 -4.587 -0.463 0.079
H 0.429 -1.452 1.922 0.095
H 1.476 -0.292 2.228 0.049

***

Please write out number 1 again, unchanged.
83
Properties=species:S:1:pos:R:3:lowdin_charge:R:1 method="wB97M-V/def2-TZVPD" e_homo_ev=-9.348 relative_energy_kj_mol=561.05 gap_ev=9.12 e_lumo_ha=-0.009
C -0.070 -3.739 1.904 -0.155
O -0.969 -4.679 1.320 -0.114
H 0.070 -3.870 2.977 0.080
H 0.902 -4.000 1.485 0.066
H -0.276 -2.688 1.701 0.059
H -0.850 -5.471 1.849 0.071
C -0.736 -1.549 -5.247 -0.182
O -0.432 -1.571 -3.895 -0.139
H 0.180 -1.838 -5.763 0.078
H -1.477 -2.335 -5.394 0.080
H -1.155 -0.594 -5.565 0.063
H -1.223 -1.620 -3.354 0.026
C 0.068 -0.313 -0.325 -0.108
O -0.843 0.425 -1.152 -0.143
H -0.392 -0.690 0.588 0.040
H 0.370 -1.125 -0.987 0.083
H 0.883 0.373 -0.092 0.074
H -0.436 1.155 -1.625 0.046
C 4.427 -3.032 0.756 -0.861
O 4.957 -3.224 1.841 0.025
N 3.261 -2.498 0.637 0.184
N 4.873 -3.414 -0.337 0.178
H 2.766 -2.280 1.490 0.087
H 2.874 -2.618 -0.288 0.114
H 5.670 -4.033 -0.328 0.138
H 4.451 -3.088 -1.194 0.122
C 3.543 1.458 -0.127 -0.715
O 2.730 2.415 -0.046 -0.039
N 4.105 0.887 0.888 0.211
N 3.644 0.793 -1.221 0.193
H 4.737 0.141 0.633 0.110
H 3.845 1.046 1.851 0.107
H 4.294 0.020 -1.203 0.109
H 3.033 1.009 -1.997 0.135
C 0.096 3.438 -2.589 -0.791
O 0.768 3.090 -3.557 0.011
N -1.180 3.657 -2.690 0.156
N 0.425 3.370 -1.343 0.181
H -1.625 3.665 -3.597 0.103
H -1.706 3.689 -1.828 0.116
H -0.065 3.910 -0.644 0.106
H 1.335 2.994 -1.116 0.066
C -1.515 0.318 3.131 -0.712
O -0.294 0.411 2.884 -0.037
N -2.343 0.104 2.204 0.217
N -2.079 0.533 4.288 0.192
H -1.934 0.296 1.301 0.104
H -3.344 0.175 2.317 0.133
H -1.477 1.152 4.812 0.120
H -2.994 0.154 4.487 0.128
C 0.334 3.793 2.277 -0.728
O 0.578 4.842 1.641 0.002
N -0.520 3.649 3.286 0.139
N 0.912 2.648 2.145 0.182
H -1.230 4.355 3.415 0.113
H -0.332 2.935 3.975 0.089
H 1.490 2.439 1.344 0.066
H 0.484 1.950 2.737 0.047
C -4.411 1.422 -4.080 -0.715
O -5.301 0.862 -3.411 0.009
N -4.552 2.348 -5.000 0.142
N -3.099 1.250 -3.988 0.158
H -3.745 2.364 -5.607 0.101
H -5.369 2.828 -5.349 0.118
H -2.399 1.772 -4.495 0.099
H -2.887 0.710 -3.162 0.099
C -3.971 -2.002 -1.685 -0.810
O -3.124 -2.215 -2.517 0.054
N -5.178 -2.446 -1.589 0.183
N -3.756 -1.150 -0.758 0.172
H -5.673 -2.278 -0.725 0.114
H -5.377 -3.249 -2.170 0.128
H -2.820 -0.802 -0.610 0.087
H -4.544 -0.814 -0.223 0.112
C 3.736 -0.348 4.375 -0.084
C 2.391 -0.962 4.209 -0.347
O 2.025 -0.817 2.887 -0.122
H 3.987 -0.585 5.409 0.081
H 3.639 0.728 4.228 0.074
H 4.398 -0.783 3.627 0.076
H 1.549 -0.586 4.791 0.120
H 2.621 -2.025 4.276 0.115
H 1.257 -0.241 2.907 0.013